The following is a quantum chemistry calculation of a structure of composition C20H51BeN3O6 in a non-equilibrium geometry, from the OMol25 dataset.

Atoms and positions in Å:
Be1 -4.0843 -18.3488 -22.2433
C1 -1.5667 -18.1605 -25.1318
C2 -1.5193 -17.9022 -23.6122
C3 -0.3475 -16.8530 -23.4674
O1 -2.7495 -17.6393 -22.9601
H1 -1.9355 -17.2944 -25.6814
H2 -2.3037 -18.9153 -25.4058
H3 -0.5624 -18.2307 -25.5495
H4 -1.2050 -18.8747 -23.2333
H5 0.6466 -17.2872 -23.5740
H6 -0.3537 -16.3308 -22.5107
H7 -0.3426 -15.9964 -24.1414
C4 -2.5946 -21.1547 -19.9892
C5 -2.8600 -20.6254 -21.4170
C6 -2.7826 -21.6281 -22.4779
O2 -3.9968 -19.8926 -21.6591
H8 -3.3289 -21.8509 -19.5839
H9 -2.6114 -20.3301 -19.2766
H10 -1.5720 -21.5289 -19.9386
H11 -2.0251 -19.9885 -21.7092
H12 -2.9409 -21.2029 -23.4691
H13 -3.5796 -22.3601 -22.3474
H14 -1.7686 -21.9564 -22.2500
C7 -8.1210 -19.5881 -24.9216
O3 -7.7220 -19.3561 -23.6262
C8 -7.0104 -20.4721 -23.0691
C9 -6.4966 -19.8775 -21.7020
N1 -6.0645 -18.5082 -21.7442
C10 -5.9279 -17.8550 -20.4211
C11 -6.0895 -16.3070 -20.5382
O4 -5.0879 -15.6039 -21.1350
C12 -4.9526 -14.2601 -20.7379
H15 -8.2764 -18.6793 -25.5031
H16 -9.1185 -20.0275 -24.9170
H17 -7.3718 -20.1498 -25.4796
H18 -6.2097 -20.7867 -23.7384
H19 -7.6378 -21.3319 -22.8339
H20 -5.8709 -20.6473 -21.2504
H21 -7.3627 -19.9923 -21.0504
H22 -6.8952 -18.0879 -22.1357
H23 -5.0587 -18.3868 -20.0342
H24 -6.7572 -18.1212 -19.7657
H25 -6.1223 -16.0230 -19.4864
H26 -7.0842 -16.1465 -20.9541
H27 -3.8809 -14.0719 -20.8021
H28 -5.2735 -14.1700 -19.7001
H29 -5.5619 -13.5603 -21.3099
C13 -6.5640 -15.8604 -24.7282
C14 -5.8544 -16.9899 -23.9615
C15 -5.4467 -18.1274 -24.8658
O5 -4.6693 -19.1018 -24.1310
C16 -3.8657 -19.9384 -24.8744
N2 -4.8431 -16.5982 -22.9420
H30 -7.5156 -16.2075 -25.1306
H31 -6.0388 -15.5863 -25.6431
H32 -6.5833 -14.9494 -24.1301
H33 -6.5804 -17.4280 -23.2765
H34 -4.7818 -17.7803 -25.6568
H35 -6.2825 -18.5984 -25.3832
H36 -3.1775 -20.5112 -24.2528
H37 -3.2092 -19.4879 -25.6187
H38 -4.4582 -20.6488 -25.4509
H39 -5.2643 -16.1144 -22.1619
H40 -4.1184 -16.0193 -23.3419
C17 -3.7877 -16.6399 -19.2042
C18 -3.1429 -16.7568 -20.6069
C19 -1.8828 -15.9984 -20.8041
O6 -2.1406 -14.5781 -20.7580
C20 -1.2184 -13.7587 -21.3778
N3 -2.9029 -18.1177 -20.9039
H41 -4.5584 -17.3688 -18.9536
H42 -4.2608 -15.6810 -18.9925
H43 -2.9974 -16.8195 -18.4754
H44 -3.9091 -16.3919 -21.2910
H45 -1.4585 -16.3046 -21.7602
H46 -0.9740 -16.2067 -20.2396
H47 -1.5365 -12.7162 -21.3788
H48 -1.0478 -13.9970 -22.4277
H49 -0.3058 -13.7384 -20.7822
H50 -2.1036 -18.2322 -21.5106
H51 -2.5469 -18.5599 -20.0686

Properties
- Strongest force on any atom: 0.1778 Eh/bohr
- LUMO level: 0.019 hartree
- Energy above the lowest of the compared OMol25 structures with the same formula, charge and spin: 755.29 kJ/mol
- E_HOMO: -6.7 eV

***

The following is a quantum chemistry calculation of a structure of composition C20H51HgN3OSi4TeV in a non-equilibrium geometry, from the OMol25 dataset.

Atoms and positions in Å:
N1 1.7854 1.9976 -0.9473
C1 1.5332 2.8558 -0.1066
O1 1.3030 3.6997 0.7020
Hg1 3.6529 1.1375 -4.2965
V1 2.0199 0.1802 -1.5745
N2 3.5979 -0.4051 -0.8057
N3 1.8565 0.1768 -3.6162
C2 4.1391 -0.2167 0.5648
C3 0.6706 0.7865 -4.2972
C4 5.1695 0.9127 0.5217
C5 4.7966 -1.5031 1.0753
C6 3.0403 0.1690 1.5440
C7 0.7781 0.6287 -5.8196
C8 -0.6274 0.1071 -3.8674
C9 0.5842 2.2567 -3.9096
H1 6.0007 0.6752 -0.1521
H2 5.5783 1.0804 1.5265
H3 4.7036 1.8457 0.1769
H4 4.1104 -2.3539 0.9832
H5 5.0505 -1.3838 2.1356
H6 5.7271 -1.7373 0.5449
H7 2.6234 1.1566 1.3280
H8 3.4793 0.2064 2.5513
H9 2.2286 -0.5726 1.5512
H10 1.6800 1.1065 -6.2302
H11 -0.0920 1.1084 -6.2920
H12 0.7852 -0.4283 -6.1154
H13 -0.6754 -0.9368 -4.1889
H14 -1.4697 0.6295 -4.3407
H15 -0.7815 0.1430 -2.7784
H16 0.5115 2.3908 -2.8213
H17 -0.3099 2.6923 -4.3787
H18 1.4536 2.8296 -4.2577
C10 1.9014 -1.3067 -3.8068
H19 1.8915 -1.8156 -2.8197
H20 1.0461 -1.6788 -4.3867
H21 2.8105 -1.6319 -4.3452
C11 4.5525 -1.1075 -1.6749
H22 4.4208 -2.2041 -1.6480
H23 4.4755 -0.7928 -2.7268
H24 5.5818 -0.8802 -1.3619
C12 -1.7826 -3.6879 1.6192
Si1 -1.7355 -2.1299 2.6808
C13 -3.2281 -2.1669 3.8346
C14 -0.1608 -2.1126 3.7178
Si2 -1.6861 -0.2394 1.2859
Te1 0.1169 -1.0654 -0.3755
Si3 -3.7142 -0.1974 0.1138
C15 -5.1847 -0.1279 1.2925
C16 -3.7342 1.3252 -0.9970
C17 -3.8515 -1.7429 -0.9559
Si4 -1.6746 1.6619 2.6875
C18 -3.0137 1.5251 4.0136
C19 0.0045 1.7813 3.5230
C20 -1.9989 3.2344 1.7123
H25 -1.6656 -4.5502 2.2938
H26 -0.9700 -3.7153 0.8814
H27 -2.7352 -3.7998 1.0849
H28 -3.1487 -3.0888 4.4313
H29 -3.2574 -1.3210 4.5308
H30 -4.1823 -2.2018 3.2953
H31 0.7446 -2.0287 3.1011
H32 -0.1565 -1.2966 4.4531
H33 -0.1098 -3.0666 4.2646
H34 -5.1746 0.7613 1.9350
H35 -6.0928 -0.0821 0.6717
H36 -5.2630 -1.0153 1.9322
H37 -2.7607 1.5081 -1.4724
H38 -4.4750 1.1564 -1.7931
H39 -4.0237 2.2303 -0.4478
H40 -2.9595 -1.8974 -1.5776
H41 -4.0151 -2.6503 -0.3598
H42 -4.7165 -1.6092 -1.6236
H43 -2.8142 0.7184 4.7298
H44 -3.0120 2.4745 4.5710
H45 -4.0212 1.3816 3.6045
H46 0.7382 2.2445 2.8462
H47 -0.0937 2.4313 4.4053
H48 0.3967 0.8115 3.8536
H49 -1.1387 3.4959 1.0783
H50 -2.8956 3.1802 1.0851
H51 -2.1379 4.0541 2.4331

Properties
- Total charge: +2
- Strongest force on any atom: 0.0673 Eh/bohr
- LUMO level (spin up / spin down): -0.315 / -0.320 hartree
- Spin multiplicity: 2
- E_HOMO (spin up / spin down): -13.5 / -13.5 eV

***

The following is a quantum chemistry calculation of a cluster of 4 separate species, C20H51N3O4PS in total, from the OMol25 dataset.

Atoms and positions in Å:
C1 5.7528 0.0525 2.5411
C2 5.0578 0.8743 1.4473
O1 4.5728 2.1269 1.8936
C3 3.5106 2.0536 2.8391
C4 2.1479 2.1952 2.1980
C5 1.7104 0.9974 1.3491
C6 0.1966 0.8975 1.2176
C7 -0.5152 0.2539 2.4242
C8 0.1090 -0.9532 3.1087
P1 0.3809 -2.2920 2.0842
S1 -1.1198 -2.8821 0.9185
H1 6.7757 -0.2011 2.2719
H2 5.7421 0.5865 3.4884
H3 5.2263 -0.8886 2.6990
H4 5.7551 1.1013 0.6428
H5 4.2507 0.2865 1.0067
H6 3.5475 1.1156 3.3997
H7 3.6743 2.8641 3.5513
H8 1.4166 2.3442 2.9964
H9 2.1510 3.0956 1.5791
H10 2.1601 1.0767 0.3559
H11 2.1100 0.0862 1.8026
H12 -0.1832 1.9207 1.0973
H13 -0.0700 0.3667 0.3021
H14 -0.6820 1.0256 3.1835
H15 -1.5099 -0.0400 2.0803
H16 1.0496 -0.6890 3.6098
H17 1.5357 -2.2337 1.2368
H18 0.8065 -3.3293 2.9306
C9 -4.0791 -6.0371 -2.4681
C10 -4.2227 -4.9939 -1.3627
C11 -5.6694 -4.5467 -1.1204
O2 -6.2004 -3.6701 -2.1014
C12 -6.6820 -4.2898 -3.2726
N1 -3.3065 -3.8919 -1.6251
H19 -4.1477 -5.5827 -3.4572
H20 -3.1006 -6.5104 -2.3993
H21 -4.8439 -6.8143 -2.3912
H22 -3.8954 -5.4581 -0.4271
H23 -5.6996 -3.9841 -0.1851
H24 -6.3343 -5.4157 -1.0087
H25 -7.1343 -5.2623 -3.0512
H26 -5.8960 -4.4273 -4.0202
H27 -7.4463 -3.6369 -3.6980
H28 -3.2593 -3.2706 -0.8219
H29 -3.6802 -3.3298 -2.3847
C13 9.3236 4.8721 2.9061
C14 8.2469 3.7911 2.8693
C15 8.7738 2.4046 2.4829
O3 9.0590 2.2370 1.1069
C16 10.3213 2.7021 0.6838
N2 7.1470 4.2378 2.0171
H30 9.5934 5.1993 1.9018
H31 8.9534 5.7462 3.4408
H32 10.2275 4.5200 3.4084
H33 7.8493 3.6890 3.8843
H34 7.9935 1.6748 2.7043
H35 9.6575 2.1362 3.0801
H36 11.0821 2.5430 1.4556
H37 10.3037 3.7628 0.4185
H38 10.5983 2.1320 -0.2030
H39 6.3554 3.5995 2.0891
H40 7.4503 4.1660 1.0501
C17 -8.3907 0.1093 -4.9674
C18 -8.0900 1.4096 -4.2293
C19 -6.9176 1.3130 -3.2453
O4 -7.2096 0.6336 -2.0470
C20 -7.1156 -0.7812 -2.1117
N3 -9.3190 1.8940 -3.5941
H41 -8.9148 -0.5993 -4.3262
H42 -9.0323 0.3071 -5.8259
H43 -7.4745 -0.3645 -5.3242
H44 -7.7976 2.1533 -4.9779
H45 -6.6402 2.3276 -2.9459
H46 -6.0414 0.8624 -3.7314
H47 -6.3237 -1.0971 -2.7938
H48 -8.0627 -1.2316 -2.4229
H49 -6.8734 -1.1463 -1.1173
H50 -9.1564 2.8188 -3.2082
H51 -9.4995 1.3049 -2.7857

Properties
- Total charge: -1
- Strongest force on any atom: 0.0139 Eh/bohr
- LUMO level: 0.086 hartree
- E_HOMO: -3.1 eV

***

The following is a quantum chemistry calculation of a cluster of 5 separate species, C20H52N3O15S4 in total, from the OMol25 dataset.

Atoms and positions in Å:
C1 6.7402 -3.8755 0.6004
C2 5.5642 -2.9890 0.9469
O1 5.6477 -1.7993 0.1735
C3 4.5823 -0.9072 0.3886
C4 3.4076 -1.2102 -0.5364
O2 2.2128 -0.6611 0.0064
C5 1.0998 -1.5104 0.0367
C6 -0.1400 -0.6695 0.3018
O3 -0.9141 -0.4585 -0.8906
C7 -2.2547 -0.7383 -0.8489
N1 -2.4667 -2.1486 -1.3018
C8 -2.6283 -3.2166 -0.5390
N2 -3.0658 -3.1271 0.7246
N3 -2.3413 -4.4331 -1.0308
H1 6.9302 -4.5729 1.4175
H2 7.6260 -3.2616 0.4332
H3 6.5610 -4.4612 -0.3024
H4 5.5600 -2.7341 2.0139
H5 4.6175 -3.5118 0.7433
H6 4.2335 -0.9450 1.4292
H7 4.9751 0.0931 0.1966
H8 3.3195 -2.2960 -0.6625
H9 3.5723 -0.7783 -1.5287
H10 1.2164 -2.2710 0.8217
H11 0.9847 -2.0312 -0.9265
H12 0.1581 0.3182 0.6564
H13 -0.7448 -1.1495 1.0797
H14 -2.7835 -0.0901 -1.5441
H15 -2.6921 -0.6325 0.1477
H16 -1.9024 -2.3373 -2.1225
H17 -3.5085 -2.2680 1.0096
H18 -3.5358 -3.9423 1.0901
H19 -2.0530 -5.1718 -0.4104
H20 -2.4711 -4.6455 -2.0061
O4 2.4676 6.0950 -1.5737
S1 1.1040 5.6903 -1.4173
O5 0.5339 5.6734 -0.1034
O6 0.8924 4.2669 -2.0994
C9 1.6701 3.1357 -1.6520
C10 1.1634 2.6013 -0.3318
C11 0.0212 6.5322 -2.5059
H21 2.7289 3.3966 -1.6193
H22 1.5269 2.4105 -2.4517
H23 1.3534 3.3012 0.4803
H24 1.6769 1.6663 -0.1091
H25 0.0858 2.4334 -0.3834
H26 0.4332 6.5176 -3.5108
H27 -0.0989 7.5529 -2.1506
H28 -0.9153 5.9815 -2.4702
O7 -2.2854 5.3735 -5.1968
S2 -3.5429 4.7435 -4.9226
O8 -4.0139 4.7672 -3.5671
O9 -3.4828 3.2483 -5.4328
C12 -2.3388 2.4496 -5.0218
C13 -2.4012 2.0185 -3.5740
C14 -4.7868 5.3194 -6.0167
H29 -1.4339 3.0163 -5.2425
H30 -2.3809 1.5977 -5.6968
H31 -2.3092 2.8666 -2.8973
H32 -1.5688 1.3357 -3.3869
H33 -3.3380 1.5096 -3.3497
H34 -4.4045 5.2755 -7.0323
H35 -4.9974 6.3466 -5.7262
H36 -5.6703 4.6985 -5.8956
O10 -7.2026 1.6469 -1.0318
S3 -5.8822 2.0756 -0.6831
O11 -4.7671 1.3490 -1.2253
O12 -5.7616 2.1047 0.9028
C15 -6.2100 0.9303 1.6214
C16 -5.2325 -0.2215 1.5375
C17 -5.6753 3.7912 -0.9643
H37 -7.1965 0.6526 1.2502
H38 -6.3178 1.2852 2.6437
H39 -5.1557 -0.6063 0.5216
H40 -5.5782 -1.0225 2.1925
H41 -4.2417 0.1024 1.8629
H42 -6.5017 4.3248 -0.5036
H43 -5.6583 3.9469 -2.0408
H44 -4.7214 4.0920 -0.5386
O13 5.3475 -5.1210 3.9893
S4 4.4032 -5.1599 5.0681
O14 3.4275 -4.1134 5.1464
O15 5.1818 -5.2980 6.4312
C18 6.2615 -4.3531 6.6970
C19 5.7597 -2.9815 7.0802
C20 3.5917 -6.7185 5.1135
H45 6.9111 -4.3279 5.8222
H46 6.8043 -4.8253 7.5120
H47 5.2504 -2.4921 6.2520
H48 6.6124 -2.3695 7.3753
H49 5.0673 -3.0453 7.9190
H50 4.3387 -7.5053 5.0621
H51 2.9369 -6.7488 4.2456
H52 3.0130 -6.7794 6.0311

Properties
- Total charge: +1
- Strongest force on any atom: 0.0091 Eh/bohr
- LUMO level: -0.105 hartree
- E_HOMO: -11.3 eV

***

The following is a quantum chemistry calculation of a structure of composition C20H53BrI2NO8P2S6, from the OMol25 dataset.

Atoms and positions in Å:
C1 -2.8485 3.6303 -0.6544
C2 -2.2791 2.4103 0.0862
I1 -3.7174 0.8373 0.0222
C3 -0.8900 2.0202 -0.4168
I2 -0.9195 1.1525 -2.3702
C4 -0.1068 1.2030 0.6240
C5 1.2334 1.9023 0.9058
C6 2.0937 0.8885 1.6642
N1 1.3443 -0.4135 1.5050
P1 2.3770 -1.9987 1.5718
C7 1.8248 -2.5344 3.2270
O1 3.8138 -1.3442 1.9206
C8 0.4502 -0.2033 0.2984
P2 -0.8032 -1.5604 -0.0623
O2 -0.4186 -2.6105 1.1563
Br1 0.1364 -2.5339 -1.8328
H1 -2.0338 4.2210 -1.0786
H2 -3.5172 3.3391 -1.4610
H3 -3.4042 4.2534 0.0439
H4 -2.1435 2.6851 1.1332
H5 -0.3655 2.9662 -0.5411
H6 -0.6816 1.0855 1.5485
H7 1.6912 2.0161 -0.0812
H8 1.1426 2.8888 1.3539
H9 3.0251 0.7698 1.1156
H10 2.3535 1.0917 2.6982
H11 0.7193 -0.4563 2.3140
H12 0.7388 -2.4711 3.2778
H13 2.2583 -1.9137 4.0155
H14 2.1112 -3.5772 3.3596
H15 4.1154 -1.5821 2.8304
H16 1.1362 -0.1395 -0.5494
H17 -0.2436 -3.4981 0.8021
C9 -4.0620 -3.9493 -2.1178
S1 -3.9193 -2.5833 -3.2810
O3 -5.0584 -1.6617 -2.9956
C10 -4.3530 -3.5136 -4.7409
H18 -3.8675 -3.5549 -1.1212
H19 -5.0700 -4.3615 -2.1630
H20 -3.3227 -4.7111 -2.3668
H21 -5.3406 -3.9547 -4.6060
H22 -3.6042 -4.2829 -4.9254
H23 -4.3695 -2.8170 -5.5731
C11 -3.1939 0.3440 3.9991
S2 -2.4895 1.9670 4.2444
O4 -1.2706 1.9889 3.3643
C12 -1.8961 1.7156 5.9145
H24 -3.5663 0.3224 2.9756
H25 -2.3937 -0.3862 4.1286
H26 -4.0072 0.1489 4.6971
H27 -1.2214 0.8599 5.9329
H28 -2.7475 1.5517 6.5745
H29 -1.3668 2.6169 6.2157
C13 -6.2438 -0.8823 -9.2972
S3 -5.7388 -1.4532 -7.6714
O5 -5.8810 -2.9331 -7.6685
C14 -7.1459 -0.7955 -6.7732
H30 -5.5056 -1.2388 -10.0122
H31 -7.2234 -1.2959 -9.5359
H32 -6.2702 0.2073 -9.3056
H33 -8.0630 -1.2191 -7.1824
H34 -7.1502 0.2915 -6.8531
H35 -7.0282 -1.0866 -5.7305
C15 0.8138 -1.2036 -5.0636
S4 -0.5301 -0.9654 -6.2322
O6 -1.5319 -2.0235 -5.9430
C16 0.3801 -1.4831 -7.6895
H36 0.4308 -0.9735 -4.0725
H37 1.1512 -2.2404 -5.0957
H38 1.6372 -0.5287 -5.3002
H39 0.7413 -2.5011 -7.5452
H40 1.2091 -0.7968 -7.8615
H41 -0.3081 -1.4482 -8.5312
C17 6.9187 -0.5456 6.1372
S5 5.8655 -0.3988 4.7031
O7 4.8863 -1.5499 4.6986
C18 7.1274 -0.8491 3.5075
H42 6.3113 -0.3403 7.0155
H43 7.3258 -1.5553 6.1856
H44 7.7072 0.1998 6.0575
H45 7.5226 -1.8353 3.7498
H46 7.9188 -0.1007 3.5271
H47 6.6627 -0.8652 2.5231
C19 5.9801 4.6542 4.1240
S6 6.1000 4.0594 5.8133
O8 6.0806 2.5706 5.7431
C20 4.4571 4.5692 6.3222
H48 6.9046 4.3865 3.6169
H49 5.1322 4.1757 3.6337
H50 5.8653 5.7377 4.1290
H51 3.7172 4.0966 5.6761
H52 4.3830 5.6551 6.2689
H53 4.3181 4.2421 7.3503

Properties
- Total charge: +1
- Strongest force on any atom: 0.0194 Eh/bohr
- LUMO level: -0.079 hartree
- Energy above the lowest of the compared OMol25 structures with the same formula, charge and spin: 0.00 kJ/mol
- E_HOMO: -9.9 eV